Entry 1:
Here is C36H22Co2O8 as an isolated structure in a non-equilibrium geometry from the Open Molecules 2025 dataset. Energies are from ωB97M-V/def2-TZVPD.

Summary:
Kohn-Sham gap = 6.1498 eV
LUMO level = 4.553 eV
strongest force on any atom = 4.3 eV/Å
ΔE to the lowest compared entry with this formula, charge and spin = 0.0000 eV
net charge = -2

The geometry in XYZ format:
```
68
Properties=species:S:1:pos:R:3:lowdin_charge:R:1
C 2.0604 2.4734 -4.2173 -0.14
C 2.2488 2.0562 -2.8968 -0.11
C 1.2456 1.3730 -2.2136 -0.03
C 0.0438 1.0344 -2.8792 -0.21
C -0.9846 0.2720 -2.2227 -0.10
C -0.6455 -0.8858 -1.3843 -0.32
C -1.5722 -2.0744 -1.4537 -0.13
C -2.0878 -2.4992 -2.6819 -0.05
C -2.9870 -3.5611 -2.7495 -0.10
C -3.3807 -4.2080 -1.5702 -0.12
C -2.7815 -3.8542 -0.3549 -0.10
C -1.8480 -2.8131 -0.3034 -0.01
O 0.3631 -0.9308 -0.6737 0.03
C -2.3868 0.5929 -2.5108 -0.32
C -2.8854 2.0245 -2.3890 -0.12
C -2.0892 3.1772 -2.3912 -0.02
C -2.6737 4.4519 -2.4563 -0.09
C -4.0614 4.5954 -2.3680 -0.12
C -4.8655 3.4517 -2.2698 -0.11
C -4.2822 2.1867 -2.3052 -0.04
O -3.2235 -0.2493 -2.8732 0.00
C -0.1431 1.4899 -4.2133 -0.06
C 0.8557 2.1958 -4.8713 -0.12
H 2.8422 3.0219 -4.7362 0.08
H 3.1983 2.2474 -2.4004 0.08
H 1.2994 1.1116 -1.1603 0.09
H -1.7707 -1.9987 -3.5944 0.12
H -3.3834 -3.8478 -3.7222 0.09
H -4.1245 -5.0062 -1.6118 0.08
H -3.0325 -4.3893 0.5637 0.09
H -1.3564 -2.5522 0.6361 0.09
H -1.0039 3.0962 -2.3670 0.11
H -2.0255 5.3237 -2.5664 0.09
H -4.5040 5.5939 -2.3671 0.09
H -5.9470 3.5341 -2.1619 0.09
H -4.9160 1.3006 -2.2737 0.11
H -1.0871 1.2594 -4.7101 0.11
H 0.7023 2.5058 -5.9048 0.09
O -0.4993 -1.9599 2.5931 0.12
C -0.2174 -1.6370 3.6690 -0.12
Co 0.2254 -1.3048 5.3580 0.00
C -1.2432 -1.5048 6.3103 -0.20
O -2.2344 -1.6293 6.8863 0.08
C 0.7471 -2.9604 5.6383 -0.17
O 1.0380 -4.0686 5.7829 0.10
C 2.1352 -0.6762 5.3836 -0.25
C 2.7167 -0.5386 4.1288 -0.28
C 3.6011 -1.2401 3.3718 -0.10
C 3.7454 -1.1442 1.9319 -0.24
C 4.0931 -2.2771 1.1407 -0.06
C 3.9925 -2.2287 -0.2451 -0.11
C 3.6562 -1.0273 -0.8844 -0.10
C 3.4862 0.1341 -0.1230 -0.10
C 3.5188 0.0796 1.2695 -0.05
Co 1.4511 0.7169 4.4827 0.03
C 2.2418 2.2762 4.7902 -0.13
O 2.8443 3.2583 4.8944 0.08
C -0.1717 0.9340 5.4311 -0.19
O -0.9834 1.5763 5.9727 0.05
C 0.8181 0.8199 2.8267 -0.13
O 0.3918 0.8595 1.7538 0.14
H 2.7279 -0.7435 6.3037 0.07
H 4.1992 -2.0178 3.8762 0.10
H 4.4151 -3.1835 1.6536 0.09
H 4.1816 -3.1181 -0.8496 0.09
H 3.5571 -0.9829 -1.9724 0.10
H 3.3283 1.0956 -0.6132 0.07
H 3.4273 0.9927 1.8644 0.11
```


Entry 2:
Here is a 2-piece molecular cluster, C36H25BF9N overall in a non-equilibrium geometry from the Open Molecules 2025 dataset. Energies are from ωB97M-V/def2-TZVPD.

Summary:
Kohn-Sham gap = 6.0968 eV
LUMO level = -1.073 eV
strongest force on any atom = 2.5 eV/Å
SMILES = Fc1cc(F)c(B(c2c(F)cc(F)cc2F)c2c(F)cc(F)cc2F)c(F)c1.Cc1ccc(Cc2c(C)n(C)c3ccccc23)cc1

The geometry in XYZ format:
```
72
Properties=species:S:1:pos:R:3:lowdin_charge:R:1
F -0.1193 -0.3356 -2.3637 0.05
C -0.3291 -0.6899 -1.0469 -0.21
C -1.6084 -1.0661 -0.6394 0.07
C -1.7372 -1.6689 0.6107 -0.16
F -3.0174 -1.9009 1.0606 0.07
C -0.6377 -2.0213 1.4324 0.03
B -0.7386 -3.0360 2.5836 -0.14
C -2.0717 -3.5347 3.2116 0.01
C -3.1166 -2.7981 3.8104 -0.19
F -2.9325 -1.4512 4.0087 0.06
C -4.2682 -3.3783 4.3369 0.08
C -4.3029 -4.7668 4.4259 -0.22
F -5.3738 -5.3800 5.0442 0.05
C -3.2807 -5.5694 3.9195 0.07
C -2.2603 -4.9294 3.2413 -0.19
F -1.4128 -5.7160 2.4903 0.07
C 0.5257 -3.8344 3.0163 0.00
C 0.7890 -4.2386 4.3384 -0.17
F -0.1913 -4.0463 5.2946 0.06
C 1.9354 -4.9164 4.7270 0.07
C 2.8601 -5.2476 3.7336 -0.21
F 4.0295 -5.8823 4.0952 0.05
C 2.6224 -4.9704 2.3947 0.07
C 1.4440 -4.3263 2.0684 -0.19
F 1.0752 -4.2968 0.7406 0.08
H -1.2121 -1.8113 7.4231 0.10
C 0.5743 -1.4103 1.0316 -0.19
F 1.6131 -1.3638 1.9291 0.08
C 0.7655 -0.7885 -0.1908 0.07
H -2.4715 -0.9415 -1.2808 0.13
H -5.0902 -2.7642 4.7071 0.14
H -3.2894 -6.6518 3.9938 0.14
H 2.0950 -5.2058 5.7613 0.13
H 3.3030 -5.2812 1.6032 0.14
H 1.7430 -0.4310 -0.4745 0.14
C 1.0889 -3.1310 8.0539 -0.01
C 1.2084 -1.6803 8.3135 -0.21
N 1.9608 -1.1618 9.3218 -0.07
C 2.7523 -1.9686 10.2211 -0.02
C 1.7568 0.2169 9.4488 -0.15
C 0.8498 0.5812 8.4025 -0.12
C 0.2509 1.8472 8.4655 -0.03
C 0.3854 2.6159 9.6260 -0.09
C 1.2077 2.1966 10.6882 -0.10
C 1.9172 0.9884 10.5937 -0.03
C 0.4376 -0.6416 7.7570 -0.12
C -0.8209 -0.9035 7.0051 -0.10
C -1.9430 0.0770 7.3030 -0.24
C -2.3860 -0.0021 8.6207 -0.05
C -3.5644 0.5998 9.0099 -0.04
C -4.3202 1.3015 8.0659 -0.29
C -5.6624 1.8054 8.4892 -0.07
C -3.8106 1.4992 6.7751 -0.04
C -2.6310 0.8660 6.3683 -0.04
H 0.0613 -3.3740 7.7510 0.08
H 1.7482 -3.4541 7.2370 0.07
H 1.3242 -3.7180 8.9471 0.07
H 3.0760 -1.3457 11.0504 0.08
H 2.1753 -2.8146 10.6100 0.09
H 3.6275 -2.3711 9.7018 0.10
H -0.3610 2.1775 7.6244 0.11
H -0.1788 3.5547 9.7121 0.10
H 1.2875 2.8280 11.5765 0.10
H 2.5544 0.6583 11.4127 0.10
H -0.6246 -1.0417 5.9286 0.12
H -1.7865 -0.5773 9.3359 0.13
H -3.8722 0.5199 10.0505 0.11
H -6.3289 1.9121 7.6302 0.08
H -6.0998 1.0852 9.1924 0.08
H -5.6056 2.7695 9.0057 0.08
H -4.3311 2.1727 6.0904 0.11
H -2.2529 1.0015 5.3493 0.11
```


Entry 3:
Here is C36H25Cl3FGeN6O2STi as an isolated structure from the Open Molecules 2025 dataset. Energies are from ωB97M-V/def2-TZVPD.

Summary:
multiplicity = 2
Kohn-Sham gap (alpha / beta) = 4.8325 / 4.8416 eV
LUMO level (alpha / beta) = -7.872 / -7.872 eV
strongest force on any atom = 0.9 eV/Å
ΔE to the lowest compared entry with this formula, charge and spin = 0.0000 eV
net charge = +2

The geometry in XYZ format:
```
76
Properties=species:S:1:pos:R:3:lowdin_charge:R:1
Ti 0.0844 -0.5224 -0.3960 0.74
C 0.4318 1.7972 -2.8807 -0.01
O 0.4274 1.4783 -1.4740 -0.20
C 0.6663 2.5630 -0.6371 -0.23
C 0.6052 3.8880 -1.0296 -0.01
C 0.8447 4.8736 -0.0806 -0.06
C 1.1393 4.5318 1.2324 -0.06
C 1.2017 3.2016 1.6116 -0.01
C 0.9620 2.2074 0.6693 -0.21
N 0.9685 0.8146 0.9356 -0.07
N 1.2565 0.5402 2.1681 0.12
C 1.4309 -0.6814 2.6338 -0.15
C 1.5425 -1.8336 1.7872 -0.30
O 1.2807 -1.7601 0.5205 -0.21
C 1.9958 -3.0575 2.3257 0.01
C 2.2396 -3.1625 3.6589 0.05
C 2.0857 -2.0663 4.5634 -0.16
C 2.3358 -2.2256 5.9357 -0.01
C 2.1922 -1.1624 6.7943 -0.05
C 1.7931 0.0814 6.2953 -0.05
C 1.5394 0.2566 4.9513 -0.02
C 1.6866 -0.8131 4.0639 -0.09
H 1.3698 2.2890 -3.1328 0.12
H 0.3410 0.8720 -3.4296 0.08
H -0.4138 2.4411 -3.1167 0.11
H 0.3894 4.1685 -2.0492 0.12
H 0.8110 5.9124 -0.3788 0.12
H 1.3341 5.3047 1.9629 0.12
H 1.4462 2.9223 2.6252 0.11
H 2.1002 -3.8983 1.6544 0.13
H 2.5574 -4.1148 4.0673 0.13
H 2.6431 -3.1954 6.3060 0.12
H 2.3862 -1.2844 7.8508 0.12
H 1.6817 0.9175 6.9729 0.11
H 1.2235 1.2207 4.5788 0.10
S -1.3134 -3.4117 -7.3495 1.09
N -2.3007 -2.6225 -6.3561 -0.20
C -1.5747 -2.2446 -5.3159 -0.30
C -2.0655 -1.5212 -4.1609 -0.07
C -3.3934 -1.1090 -4.0072 0.05
C -3.7499 -0.4260 -2.8688 -0.02
C -2.7878 -0.1905 -1.8906 -0.15
N -1.5197 -0.5661 -2.0246 -0.01
C -1.1545 -1.2203 -3.1511 -0.19
C 0.2519 -1.5916 -3.2688 -0.17
N 1.0626 -1.2296 -2.2507 0.02
C 2.3585 -1.5208 -2.3153 -0.07
C 2.9221 -2.1689 -3.4101 0.01
C 2.1067 -2.5494 -4.4525 0.05
C 0.7399 -2.2590 -4.3906 -0.06
C -0.2094 -2.6050 -5.4281 -0.30
N 0.0720 -3.2484 -6.5499 -0.20
H -4.1132 -1.3387 -4.7821 0.14
H -4.7650 -0.0933 -2.7078 0.12
H -3.0490 0.3003 -0.9630 0.08
H 2.9612 -1.2360 -1.4627 0.13
H 3.9830 -2.3723 -3.4224 0.13
H 2.4984 -3.0672 -5.3186 0.14
F -4.8126 3.4064 6.1036 0.17
C -4.1711 3.2789 4.9606 -0.19
C -4.1396 4.3776 4.0972 0.05
C -3.4733 4.2472 2.9126 0.05
C -2.8273 3.0161 2.5687 -0.24
C -2.1463 2.8818 1.3853 0.25
C -2.8941 1.9243 3.4945 0.05
C -3.5597 2.0554 4.6808 0.06
H -4.6393 5.2902 4.3915 0.14
H -3.4231 5.0750 2.2165 0.14
H -2.0661 3.7009 0.6804 0.11
H -1.6515 1.9485 1.1454 0.05
H -2.4068 0.9933 3.2316 0.10
H -3.6329 1.2540 5.4030 0.15
Cl -1.7154 -0.8924 1.1044 0.12
Ge -1.3998 -3.4813 -0.3776 0.19
Cl -1.3958 -4.6530 1.4293 0.05
Cl -3.4890 -3.5429 -0.9772 0.05
```